[1]
Formula: C4H6HgO3
Source: the Open Molecules 2025 dataset
Level of theory: ωB97M-V with the def2-TZVPD basis set

```
14
Properties=species:S:1:pos:R:3
Hg 2.435 2.094 -0.533
O 0.619 1.174 -0.222
O 0.685 -1.049 -0.166
O 2.550 0.212 -0.017
C -3.560 1.241 0.061
C 1.320 0.079 -0.146
C -2.359 1.411 0.101
C 1.411 -2.278 0.063
H -0.702 1.220 -0.082
H -4.632 1.148 -0.031
H -2.460 2.458 0.632
H 2.137 -2.417 -0.743
H 1.904 -2.231 1.038
H 0.653 -3.063 0.045
```

The energy above the lowest of the compared OMol25 structures with the same formula, charge and spin is 46.0 kcal/mol. The value obtained for the frontier orbital gap is 0.26445 hartree. The HOMO energy is -19.23 eV. The net charge is +2. As for the calculated total energy: -14536.7955 eV.



[2]
Formula: C6H27ClNO8
Source: the Open Molecules 2025 dataset
Level of theory: ωB97M-V with the def2-TZVPD basis set

```
43
Properties=species:S:1:pos:R:3
Cl -18.721 -25.659 -19.489
O -21.338 -25.918 -20.267
O -17.726 -24.481 -17.424
O -16.947 -28.824 -18.893
O -20.489 -24.608 -17.425
O -15.046 -24.039 -20.747
O -19.418 -24.805 -21.913
O -18.805 -23.088 -18.934
O -16.852 -23.857 -19.381
N -14.734 -26.799 -19.473
C -16.694 -28.144 -20.149
C -17.846 -28.211 -18.043
C -16.009 -26.737 -20.173
C -13.910 -24.416 -19.975
C -14.737 -22.720 -21.313
C -14.289 -25.508 -18.942
H -14.613 -21.915 -20.588
H -16.021 -28.860 -20.620
H -19.861 -23.989 -17.054
H -18.075 -28.842 -17.184
H -15.670 -22.454 -21.809
H -19.185 -25.044 -21.015
H -13.534 -23.573 -19.396
H -18.652 -24.336 -22.243
H -21.600 -26.838 -20.226
H -16.668 -25.964 -19.778
H -17.578 -28.079 -20.783
H -17.440 -24.611 -19.397
H -13.901 -22.750 -22.012
H -18.820 -28.069 -18.513
H -20.032 -24.996 -18.171
H -15.027 -25.066 -18.274
H -13.350 -25.636 -18.404
H -20.410 -25.923 -20.031
H -14.961 -27.407 -18.699
H -18.781 -23.855 -19.506
H -17.495 -27.262 -17.638
H -18.058 -24.836 -18.249
H -19.536 -22.566 -19.264
H -15.843 -26.464 -21.215
H -16.066 -24.157 -19.838
H -13.136 -24.889 -20.580
H -17.823 -25.197 -16.797
```

The energy above the lowest of the compared OMol25 structures with the same formula, charge and spin is 147.3 kcal/mol. The value obtained for the frontier orbital gap is 0.30125 hartree. The HOMO energy is -5.22 eV. The net charge is -1. As for the calculated total energy: -37047.9598 eV.



[3]
Formula: C3H8N2S2
Source: the Open Molecules 2025 dataset
Level of theory: ωB97M-V with the def2-TZVPD basis set

```
15
Properties=species:S:1:pos:R:3
S -0.817 1.210 -0.381
S -1.524 -1.009 1.625
N 1.714 -0.989 -0.229
N -1.010 1.480 2.160
C 1.107 -0.456 -1.495
C -0.431 -0.226 -1.323
C -1.079 0.560 1.213
H -0.730 -1.160 -0.790
H 1.316 -1.176 -2.279
H -0.492 2.343 2.060
H -0.986 -0.262 -2.259
H 1.588 0.465 -1.889
H 1.114 -1.765 0.054
H -1.338 1.207 3.112
H 1.568 -0.223 0.420
```

The energy above the lowest of the compared OMol25 structures with the same formula, charge and spin is 9.6 kcal/mol. As for the SMILES: NCCSC(N)=S. The value obtained for the frontier orbital gap is 0.33196 hartree. The HOMO energy is -8.60 eV. As for the calculated total energy: -27891.2793 eV.



[4]
Formula: C5H11NO
Source: the Open Molecules 2025 dataset
Level of theory: ωB97M-V with the def2-TZVPD basis set

```
18
Properties=species:S:1:pos:R:3
O 2.607 -0.547 -0.778
N 1.209 0.548 1.560
C -2.146 0.989 -1.350
C 1.431 -1.024 -0.214
C 0.550 0.234 0.281
C -0.903 -0.190 0.537
C -1.931 -0.109 -0.594
H -2.968 1.158 -2.005
H -0.805 -1.265 0.931
H -1.646 1.931 -1.240
H 0.905 -1.557 -0.992
H 1.879 1.239 1.363
H 3.267 -1.265 -0.706
H 0.514 1.130 -0.260
H -2.551 -0.988 -0.879
H 0.515 1.075 2.192
H -1.406 0.291 1.449
H 1.480 -1.651 0.703
```

The energy above the lowest of the compared OMol25 structures with the same formula, charge and spin is 61.9 kcal/mol. As for the SMILES: C=CC[C@@H](N)CO. The value obtained for the frontier orbital gap is 0.38002 hartree. The HOMO energy is -9.35 eV. As for the calculated total energy: -8899.0120 eV.



[5]
Formula: C5H6N2O
Source: the Open Molecules 2025 dataset
Level of theory: ωB97M-V with the def2-TZVPD basis set

```
14
Properties=species:S:1:pos:R:3
O 3.643 -0.080 -0.457
N 1.579 0.628 0.557
N -0.033 -0.921 0.299
C 0.261 0.311 0.171
C -1.937 0.269 -0.360
C -0.869 1.301 0.012
C 2.468 -0.422 0.066
C -1.342 -1.125 -0.057
H -1.605 -1.910 -0.959
H -0.837 2.460 0.025
H -1.756 -1.209 1.065
H 1.515 1.570 -0.314
H -3.015 0.474 -0.577
H 1.928 -1.346 0.529
```

The energy above the lowest of the compared OMol25 structures with the same formula, charge and spin is 116.8 kcal/mol. The value obtained for the frontier orbital gap is 0.35261 hartree. The HOMO energy is -9.68 eV. As for the calculated total energy: -10304.5381 eV.



[6]
Formula: C5H7FO2
Source: the Open Molecules 2025 dataset
Level of theory: ωB97M-V with the def2-TZVPD basis set

```
15
Properties=species:S:1:pos:R:3
F -2.044 -0.376 -0.624
O 1.345 0.480 -0.328
O -0.346 -1.588 1.857
C 0.045 -0.932 0.776
C 1.331 -0.099 0.971
C -0.947 0.144 -0.054
C -0.049 1.066 -2.096
C 0.088 0.569 -0.863
H 0.271 -1.593 -0.054
H -1.214 0.859 0.666
H 1.206 0.948 1.576
H 0.988 0.873 -2.800
H 2.334 -0.644 1.260
H -1.148 1.290 -2.465
H -1.859 -0.996 2.176
```

The energy above the lowest of the compared OMol25 structures with the same formula, charge and spin is 143.3 kcal/mol. The value obtained for the frontier orbital gap is 0.26134 hartree. The HOMO energy is -8.78 eV. As for the calculated total energy: -12103.7651 eV.



[7]
Formula: C36H28I2N7O3PSTi
Source: the Open Molecules 2025 dataset
Level of theory: ωB97M-V with the def2-TZVPD basis set

```
79
Properties=species:S:1:pos:R:3
I 3.509 -13.637 15.592
I 7.486 -9.709 16.451
Ti 3.255 -7.218 18.865
S 1.854 -4.551 19.854
P 2.368 -8.747 21.097
O 4.749 -8.042 17.817
O 3.336 -4.566 19.835
O 1.109 -4.540 21.089
N 2.228 -8.777 17.940
N 4.659 -6.894 20.284
N 2.993 -5.985 17.230
N 0.850 -5.254 16.608
N 0.096 0.818 18.078
N 3.389 -7.698 22.127
N 1.485 -5.813 18.893
C 0.483 -7.333 22.713
C 1.754 -5.581 17.532
C 2.697 -10.912 16.836
C 2.314 -12.382 23.076
C 5.066 -11.405 16.356
C 6.347 -5.511 21.987
C 5.395 -6.376 22.493
C 4.124 -10.730 21.808
C 5.709 -6.130 19.780
C 0.961 -9.153 18.024
C -0.854 -7.118 23.129
C 0.001 -2.795 18.845
C 1.341 -11.259 16.880
C 2.270 -2.012 18.830
C -0.255 -9.262 21.498
C 0.476 -10.333 17.446
C 3.414 -5.821 15.951
C -1.839 -8.024 22.851
C 2.804 -10.294 21.942
C 4.549 -11.994 22.270
C -1.556 -9.034 21.921
C 4.511 -9.233 17.259
C 3.737 -11.803 16.434
C 1.886 -0.746 18.527
C 1.184 -5.279 15.334
C -0.408 -1.534 18.381
C 3.143 -9.629 17.322
C 2.545 -5.404 14.972
C 6.505 -5.406 20.582
C 3.601 -12.871 22.821
C 0.772 -8.389 21.856
C 0.529 -0.450 18.318
C 4.452 -6.997 21.634
C 1.893 -11.162 22.587
C 1.369 -3.025 19.091
C 5.472 -10.126 16.741
H 0.272 -8.536 18.559
H -2.776 -8.059 23.386
H 0.797 1.583 18.150
H -2.277 -9.800 21.627
H 1.645 -13.007 23.616
H 4.460 -6.025 15.808
H -0.579 -10.530 17.457
H -1.494 -1.336 18.122
H -0.078 -10.167 20.853
H 5.811 -12.121 15.972
H 1.064 -12.205 16.499
H 5.599 -12.302 22.233
H 7.268 -4.727 20.071
H -0.677 -3.635 18.921
H 2.922 -5.105 13.971
H 1.279 -6.637 23.042
H 0.420 -4.993 14.652
H 6.989 -4.913 22.643
H 3.378 -7.910 23.116
H 2.620 0.062 18.443
H 5.319 -6.620 23.544
H 5.801 -6.228 18.711
H -0.894 1.018 18.132
H 3.335 -2.261 18.964
H 3.823 -13.908 23.076
H -1.083 -6.252 23.802
H 0.860 -10.874 22.770
H 4.816 -10.046 21.324
```

The energy above the lowest of the compared OMol25 structures with the same formula, charge and spin is 35.7 kcal/mol. The value obtained for the frontier orbital gap (spin up / spin down) is 0.24065 / 0.24380 hartree. The HOMO energy (spin up / spin down) is -10.00 / -10.00 eV. The net charge is +1. As for the spin multiplicity: 2. As for the calculated total energy: -113797.0268 eV.



What did the fourth record say?
Formula: C5H11NO
Source: the Open Molecules 2025 dataset
Level of theory: ωB97M-V with the def2-TZVPD basis set

```
18
Properties=species:S:1:pos:R:3
O 2.607 -0.547 -0.778
N 1.209 0.548 1.560
C -2.146 0.989 -1.350
C 1.431 -1.024 -0.214
C 0.550 0.234 0.281
C -0.903 -0.190 0.537
C -1.931 -0.109 -0.594
H -2.968 1.158 -2.005
H -0.805 -1.265 0.931
H -1.646 1.931 -1.240
H 0.905 -1.557 -0.992
H 1.879 1.239 1.363
H 3.267 -1.265 -0.706
H 0.514 1.130 -0.260
H -2.551 -0.988 -0.879
H 0.515 1.075 2.192
H -1.406 0.291 1.449
H 1.480 -1.651 0.703
```

The energy above the lowest of the compared OMol25 structures with the same formula, charge and spin is 61.9 kcal/mol. As for the SMILES: C=CC[C@@H](N)CO. The value obtained for the frontier orbital gap is 0.38002 hartree. The HOMO energy is -9.35 eV. As for the calculated total energy: -8899.0120 eV.



Copy entry 7 word for word.
Formula: C36H28I2N7O3PSTi
Source: the Open Molecules 2025 dataset
Level of theory: ωB97M-V with the def2-TZVPD basis set

```
79
Properties=species:S:1:pos:R:3
I 3.509 -13.637 15.592
I 7.486 -9.709 16.451
Ti 3.255 -7.218 18.865
S 1.854 -4.551 19.854
P 2.368 -8.747 21.097
O 4.749 -8.042 17.817
O 3.336 -4.566 19.835
O 1.109 -4.540 21.089
N 2.228 -8.777 17.940
N 4.659 -6.894 20.284
N 2.993 -5.985 17.230
N 0.850 -5.254 16.608
N 0.096 0.818 18.078
N 3.389 -7.698 22.127
N 1.485 -5.813 18.893
C 0.483 -7.333 22.713
C 1.754 -5.581 17.532
C 2.697 -10.912 16.836
C 2.314 -12.382 23.076
C 5.066 -11.405 16.356
C 6.347 -5.511 21.987
C 5.395 -6.376 22.493
C 4.124 -10.730 21.808
C 5.709 -6.130 19.780
C 0.961 -9.153 18.024
C -0.854 -7.118 23.129
C 0.001 -2.795 18.845
C 1.341 -11.259 16.880
C 2.270 -2.012 18.830
C -0.255 -9.262 21.498
C 0.476 -10.333 17.446
C 3.414 -5.821 15.951
C -1.839 -8.024 22.851
C 2.804 -10.294 21.942
C 4.549 -11.994 22.270
C -1.556 -9.034 21.921
C 4.511 -9.233 17.259
C 3.737 -11.803 16.434
C 1.886 -0.746 18.527
C 1.184 -5.279 15.334
C -0.408 -1.534 18.381
C 3.143 -9.629 17.322
C 2.545 -5.404 14.972
C 6.505 -5.406 20.582
C 3.601 -12.871 22.821
C 0.772 -8.389 21.856
C 0.529 -0.450 18.318
C 4.452 -6.997 21.634
C 1.893 -11.162 22.587
C 1.369 -3.025 19.091
C 5.472 -10.126 16.741
H 0.272 -8.536 18.559
H -2.776 -8.059 23.386
H 0.797 1.583 18.150
H -2.277 -9.800 21.627
H 1.645 -13.007 23.616
H 4.460 -6.025 15.808
H -0.579 -10.530 17.457
H -1.494 -1.336 18.122
H -0.078 -10.167 20.853
H 5.811 -12.121 15.972
H 1.064 -12.205 16.499
H 5.599 -12.302 22.233
H 7.268 -4.727 20.071
H -0.677 -3.635 18.921
H 2.922 -5.105 13.971
H 1.279 -6.637 23.042
H 0.420 -4.993 14.652
H 6.989 -4.913 22.643
H 3.378 -7.910 23.116
H 2.620 0.062 18.443
H 5.319 -6.620 23.544
H 5.801 -6.228 18.711
H -0.894 1.018 18.132
H 3.335 -2.261 18.964
H 3.823 -13.908 23.076
H -1.083 -6.252 23.802
H 0.860 -10.874 22.770
H 4.816 -10.046 21.324
```

The energy above the lowest of the compared OMol25 structures with the same formula, charge and spin is 35.7 kcal/mol. The value obtained for the frontier orbital gap (spin up / spin down) is 0.24065 / 0.24380 hartree. The HOMO energy (spin up / spin down) is -10.00 / -10.00 eV. The net charge is +1. As for the spin multiplicity: 2. As for the calculated total energy: -113797.0268 eV.



- Look up the calculated total energy of the fifth one.
  -10304.5381 eV